[1]
Molecular formula: C31H34GeMnN2S2Se
Method: DFT, the ωB97M-V functional and the def2-TZVPD basis

Each line ends with the Mulliken charge.
Geometry (Å):
C -6.26 -6.28 0.64  0.07
C -0.66 -0.20 2.99  -2.50
C -0.04 -0.27 4.24  0.79
H -4.52 -1.92 5.58  0.35
C -3.94 0.60 -1.60  -0.84
H -1.93 2.82 -3.26  0.24
C 4.33 0.87 -0.64  -0.61
H 4.15 0.27 2.69  0.33
H 5.07 1.09 -1.40  0.39
H -6.06 3.15 -1.88  0.38
H -4.46 -1.18 1.88  0.12
H 1.04 3.78 -0.64  0.33
C -0.04 3.76 -0.82  -0.91
H -3.00 0.05 -1.66  0.05
H -4.66 0.63 5.81  0.35
C 4.76 0.69 0.68  -0.63
H -4.54 0.21 -0.77  0.24
H 2.67 0.91 -1.99  0.34
H -5.88 -4.77 -1.52  0.45
H -4.57 0.58 2.06  0.17
S -0.18 0.60 -2.40  -0.66
H -4.49 0.43 -2.53  0.46
C -2.82 -0.41 4.02  -0.27
H -2.76 -0.60 6.17  0.41
C -4.34 -0.48 3.95  2.27
N 0.20 -0.02 1.93  0.45
H -4.42 -2.65 3.98  0.29
H 5.81 0.76 0.93  0.37
C -5.17 -4.56 -0.73  -0.67
H -5.94 -0.44 2.50  0.62
C -4.35 -5.01 1.50  -0.73
H -2.68 -3.82 2.12  0.54
C -3.39 -4.03 1.33  -0.18
C 1.44 0.06 2.30  1.01
H -6.04 0.64 4.71  0.45
Mn -0.11 0.21 -0.27  -0.19
C -2.32 -2.27 -0.01  0.22
H -0.22 3.24 -1.75  0.15
H -5.81 3.06 -0.13  0.36
H -0.44 4.77 -0.79  0.35
H -4.41 -5.57 2.42  0.44
C 2.99 0.78 -0.97  0.06
C -5.25 -5.28 0.47  0.57
H -5.25 4.47 -1.03  0.38
S 1.68 -0.10 4.03  -0.45
C -2.86 3.32 -2.99  -1.12
C 2.02 0.49 -0.01  -0.75
C 3.83 0.41 1.66  -0.81
H -5.91 -1.87 4.50  0.46
H -0.32 -0.48 6.36  0.39
C -2.17 -0.49 5.27  -0.44
H -4.61 1.64 4.36  0.35
N -7.07 -7.09 0.78  -0.57
C -2.69 2.94 0.31  -0.20
Se -0.78 2.71 0.63  0.06
C -5.36 3.39 -1.07  -1.32
Ge -3.62 2.50 -1.39  0.41
C -4.95 0.68 4.76  -1.84
H -4.15 -3.02 -1.81  0.50
C -4.83 -1.81 4.54  -1.77
C -1.49 -1.39 -0.13  -0.93
C -2.05 -0.27 2.89  1.42
H -3.57 3.17 -3.81  0.40
H -2.48 -0.23 1.90  0.84
C 2.48 0.32 1.32  1.26
C -3.30 -3.30 0.14  0.42
C -4.85 -0.38 2.51  -1.70
H -2.93 3.97 0.58  0.54
H -3.15 2.31 1.08  -0.46
H -2.69 4.39 -2.87  0.34
C -0.80 -0.42 5.39  -1.38
C -4.21 -3.58 -0.89  -0.47

## Properties
- HOMO (alpha / beta): -3.613 / -4.161 eV
- Total charge: -1
- Spin multiplicity: 5
- Gap between HOMO and LUMO (alpha / beta): 0.21400 / 0.23396 Ha

---

[2]
Molecular formula: C31H34N3O3S3SbTl
Method: DFT, the ωB97M-V functional and the def2-TZVPD basis

Each line ends with the Mulliken charge.
Geometry (Å):
Tl 0.71 2.80 -0.71  0.44
C -4.21 0.67 0.94  -0.70
S 1.88 7.38 -0.10  -0.78
N -0.66 -1.85 -1.35  0.82
H -0.60 4.74 3.14  0.33
H 2.37 -0.10 3.87  0.53
C -4.79 -0.50 1.42  -0.62
H -3.62 -4.99 -0.40  0.24
H 0.34 5.81 2.07  0.23
C -4.29 -0.42 -2.88  -0.80
C 2.04 -3.74 -0.73  -0.13
H 4.04 -1.92 -3.47  0.38
O -1.93 -2.76 1.53  -0.46
H 4.28 4.17 -0.18  0.26
H -4.82 1.55 0.77  0.40
C 3.07 1.93 1.92  -0.68
C 3.36 3.22 1.50  0.55
C -3.01 -2.14 -1.84  0.73
H -0.17 -2.04 2.40  0.01
H 1.72 -0.44 2.26  -0.04
C 1.09 2.69 3.02  -0.57
Sb 0.78 6.05 -1.65  0.12
C -3.16 0.35 -3.00  -0.72
O -2.82 -3.37 -1.26  -0.36
H 0.19 2.48 3.59  0.26
C -4.23 -1.70 -2.31  -0.54
C 3.48 -2.43 -2.69  -0.63
S -0.48 0.89 -2.86  -0.38
C -3.96 -4.12 -0.97  -1.11
S 2.29 4.25 -2.28  -0.67
H -4.42 -2.55 2.00  0.46
C -1.00 -2.70 2.61  -0.61
H -3.21 1.33 -3.47  0.42
N 1.19 -1.60 0.08  0.09
H 0.74 5.70 3.78  0.33
H 2.86 -5.55 -1.54  0.35
C 2.49 4.25 1.85  -0.46
H 4.14 -4.37 -3.31  0.36
H 4.13 0.30 -3.09  0.35
C 1.96 -2.35 -0.81  -0.31
C 4.57 3.52 0.65  -1.40
H -0.24 0.52 0.58  -0.53
C 2.82 -4.47 -1.62  -0.63
C 2.72 -1.69 -1.80  0.74
C -2.06 -0.43 0.80  0.24
H 2.76 1.40 -2.81  -0.23
N -0.70 -0.37 0.49  1.97
C -2.86 0.69 0.63  -0.62
O 2.64 -0.34 -1.79  0.11
C 3.05 0.36 -2.96  -0.64
C 1.66 0.24 3.11  -1.10
H 1.46 -4.23 0.04  0.47
H 5.34 4.02 1.23  0.35
H 2.66 5.25 1.47  0.37
C -1.89 -0.08 -2.55  0.59
C -2.64 -1.60 1.32  0.18
H 0.65 0.15 3.53  0.24
H -5.12 -2.31 -2.23  0.37
H -1.51 -2.38 3.53  0.30
H -4.47 -4.46 -1.88  0.41
H -5.24 -0.05 -3.25  0.32
H -4.67 -3.55 -0.36  0.41
C 0.40 5.12 2.91  -1.48
C -1.86 -1.34 -1.92  -0.83
C 1.35 4.00 2.60  0.80
H -0.41 -2.80 -1.58  0.32
C -4.00 -1.62 1.61  -0.09
C 3.53 -3.82 -2.60  -0.71
C 1.95 1.65 2.69  0.98
H 4.99 2.60 0.24  0.32
H -2.41 1.58 0.20  0.41
H 2.53 -0.03 -3.83  0.44
C -0.01 -1.31 -0.28  -2.01
H -0.63 -3.72 2.74  0.30
H -5.85 -0.54 1.64  0.37
H 3.72 1.11 1.61  0.17

## Properties
- HOMO (alpha / beta): -0.306 / -1.490 eV
- Total charge: -2
- Spin multiplicity: 2
- Gap between HOMO and LUMO (alpha / beta): 0.15763 / 0.20114 Ha

---

[3]
Molecular formula: C31H34N7O4ReS
Method: DFT, the ωB97M-V functional and the def2-TZVPD basis

Each line ends with the Mulliken charge.
Geometry (Å):
H 1.83 1.30 1.21  0.62
H 1.93 3.60 -0.19  0.59
C -1.41 1.10 -3.63  -0.95
H -1.28 1.19 -4.72  0.64
H -1.04 -1.05 -4.92  0.42
C 3.50 0.04 0.75  -0.44
N 5.11 1.31 4.36  -0.48
H -0.96 5.72 2.21  0.45
H 1.56 -0.41 -3.44  0.35
H -2.80 0.33 4.91  0.46
O 2.67 0.82 -1.54  -0.74
H 5.25 -1.18 0.54  0.54
H -2.94 -1.55 -3.32  0.12
H 3.74 -3.79 1.94  0.45
H 4.70 2.07 4.86  0.20
C -2.01 -2.11 -3.32  -0.94
C -2.91 1.00 -3.35  -1.00
H 1.91 -5.54 2.08  0.42
H -3.18 -2.75 0.05  0.47
H -0.96 1.00 3.40  0.58
N -2.23 1.10 -1.01  0.14
O 0.32 1.78 -0.95  -0.33
C -2.40 2.18 -0.31  -0.38
C -3.31 0.69 -1.90  -0.90
C -3.60 -1.57 2.25  -1.10
H 6.23 -0.40 2.69  0.31
H 0.04 -1.91 -3.84  0.55
H -2.71 4.15 1.47  0.47
C 4.73 -0.46 1.16  -0.32
C 1.45 -2.32 0.17  0.31
H 1.36 5.46 1.35  0.47
C 0.84 0.36 -3.70  -1.33
H 1.16 1.30 -3.26  0.27
H -4.23 1.23 -1.66  0.77
N 1.32 -1.11 -0.58  -0.16
H 6.05 1.07 4.59  0.20
C -2.49 -1.90 0.12  -0.43
C -0.72 4.90 1.54  -0.88
H -0.28 -4.93 0.99  0.43
H -3.29 1.99 -3.62  0.52
C -1.71 0.28 3.09  -0.75
C -0.85 -1.29 -3.87  -0.88
O -0.59 0.17 1.05  0.18
H -4.31 -2.32 1.92  0.44
H 0.79 0.45 -4.79  0.57
S 2.89 -0.40 -0.83  1.48
C 4.58 0.89 3.16  1.08
N 0.42 -3.15 0.25  -0.18
H -3.39 0.30 -4.03  0.33
N -0.51 -0.02 -3.18  -0.13
C 5.27 -0.03 2.36  -0.88
C 0.93 3.73 0.20  -0.75
H -2.16 -2.94 -4.01  0.59
H -1.01 2.00 -3.19  0.42
C 0.60 4.75 1.05  -0.50
N -1.70 -1.70 -0.88  0.87
H -4.50 -1.33 4.16  0.43
H -3.41 2.60 -0.27  0.49
C -1.37 2.94 0.29  0.44
C 0.59 -4.27 0.93  -0.15
C 3.33 1.36 2.74  -1.38
H -3.50 -0.36 -1.76  0.19
C 2.78 -3.65 1.45  -0.18
C -3.70 -1.03 3.50  -0.88
C -0.04 2.77 -0.16  0.33
C -1.60 -0.24 1.79  0.64
H -0.76 -3.19 -1.96  0.20
O 3.70 -1.41 -1.43  -0.72
C -2.74 -0.09 3.92  -0.60
C 2.80 0.94 1.53  -0.01
N 2.61 -2.52 0.78  -0.35
C -1.69 4.03 1.14  -0.80
C -1.73 -2.70 -1.96  -1.15
H 2.78 2.05 3.36  0.32
H -2.48 -3.47 -1.73  0.77
C 1.78 -4.61 1.55  -1.02
C -2.56 -1.19 1.36  0.57
Re -0.47 -0.04 -0.92  1.62

## Properties
- HOMO (alpha / beta): -9.855 / -9.881 eV
- Total charge: +1
- Spin multiplicity: 2
- Gap between HOMO and LUMO (alpha / beta): 0.20631 / 0.21924 Ha

---

The records above yield relative energy (zero: lowest compared OMol25 entry of this formula, charge and spin) values of 1.0, 0.0, 11.3 kcal/mol, respectively.
The records above yield max |F| values of 0.8, 0.2, 0.9 eV/A, respectively.